ORCA calculation (the ωB97M-V functional and the def2-TZVPD basis) on the molecule C5H3NO.

```
10
Properties=species:S:1:pos:R:3:forces:R:3
H 1.2363 1.1998 0.5712 0.85 0.67 2.51
C -0.6443 -0.6304 -1.9910 -0.50 -0.33 -1.12
N -0.9336 -0.8556 -3.0893 0.31 0.15 0.99
C -0.3065 -0.2561 -0.6700 -0.57 0.17 -0.02
H 0.5325 -1.2822 2.1952 0.30 0.29 -0.23
C 0.3704 -0.5976 1.3670 0.21 -0.01 -0.30
C 0.3852 0.7902 1.2388 0.56 -0.19 -1.11
C -0.1529 0.9624 -0.0990 -0.97 -0.38 -0.69
H -0.3331 1.9407 -0.5230 0.20 -0.22 -0.28
O -0.0472 -1.2197 0.2541 -0.39 -0.15 0.24
```
Positions in Å, forces in eV/Å.

Results
SMILES string   N#Cc1ccco1
Energy   -8766.7565 eV
Multiplicity   1
Relative energy (zero: lowest compared OMol25 entry of this formula, charge and spin)   313.57 kJ/mol
E_LUMO (alpha / beta)   -0.25 / -0.25 eV
Orbital gap (alpha / beta)   9.23 / 9.23 eV

***

ORCA calculation (the ωB97M-V functional and the def2-TZVPD basis) on a cluster of 2 separate species, C4H12N4 in total.

```
20
Properties=species:S:1:pos:R:3:forces:R:3
H -2.3136 2.0871 -3.8176 0.75 -0.27 -0.29
N -0.6143 1.5574 -2.6775 -0.13 -0.27 1.62
N 1.1684 0.7638 0.4149 -0.77 0.96 0.95
C -0.4750 -3.1941 2.4494 -3.50 -0.19 -4.05
C 1.2512 -0.5663 0.4717 -0.40 -2.33 -1.89
H 1.6175 -2.8177 2.3099 1.11 -0.39 0.33
H -1.4801 -2.6782 2.5644 1.55 -0.02 -0.18
C 1.5991 1.7719 1.0528 -0.82 -0.02 -0.42
H 1.1652 2.7858 0.9467 0.14 -0.77 -0.42
N -1.7759 2.3631 -2.9866 -1.24 2.88 2.49
N 0.7164 -1.4142 1.2983 0.60 4.04 -2.35
H -0.3561 1.5806 -1.6275 -0.58 0.31 -2.61
H 2.3815 1.7002 1.7558 1.07 -0.21 0.83
C 0.6883 -2.4460 1.9577 -0.76 -1.88 1.79
H 0.1765 1.5584 -3.3448 -1.02 0.63 0.46
H -2.5403 2.2024 -2.1955 2.07 0.28 -1.72
H -0.2503 -3.6926 3.2985 0.86 -1.48 2.83
H 1.5018 -1.0244 -0.5525 -0.02 0.60 1.55
H -1.6739 3.5216 -3.0142 0.05 -3.50 -0.08
H -0.7861 -4.0587 1.6960 1.02 1.61 1.16
```
Positions in Å, forces in eV/Å.

Results
Charge   +2
Energy   -10282.5571 eV
Multiplicity   1
Relative energy (zero: lowest compared OMol25 entry of this formula, charge and spin)   322.36 kJ/mol
E_LUMO   -7.49 eV
Orbital gap   10.05 eV

***

ORCA calculation (the ωB97M-V functional and the def2-TZVPD basis) on a structure of composition C47H52Cl2CoN2O3PSi3.

```
111
Properties=species:S:1:pos:R:3:forces:R:3
H -3.8195 -1.2168 -4.9129 0.01 0.00 0.02
H 1.1001 4.6358 -1.6586 0.03 -0.02 -0.01
H -1.5828 4.4278 -3.3203 -0.01 -0.01 0.00
Cl -1.6404 1.0572 5.9188 -0.07 -0.07 -0.02
C -3.6593 1.3413 -0.7525 -0.05 0.13 0.06
C 2.4814 1.8229 7.1000 -0.02 -0.02 -0.03
H 2.3273 -1.3855 3.5755 0.02 0.00 0.03
C -1.3716 -5.1993 0.1537 0.09 -0.05 0.00
C 0.0173 -2.8270 0.2398 -0.01 -0.11 0.04
C 0.5661 -0.8500 -2.7922 0.05 -0.08 -0.02
C -1.5051 -0.3605 6.9063 -0.01 0.03 -0.01
H 1.7192 -3.9781 0.8429 0.01 0.00 -0.05
P -2.0170 -1.1336 -0.2516 0.93 -0.64 -0.97
C 1.4283 0.0690 5.8113 -0.09 0.02 -0.03
H -0.1464 5.4994 -0.1001 -0.02 0.04 0.01
H -4.3302 0.5238 -0.4767 0.07 0.29 -0.11
C -4.5235 -1.8480 -1.1799 0.11 -0.18 0.12
H -1.2113 -3.4944 9.1103 0.00 0.00 0.00
C -1.3059 -2.6103 8.4961 0.01 -0.02 0.00
H -1.7516 -1.6062 3.1563 -0.68 0.04 0.10
O 0.6913 0.5167 1.6650 -0.18 -0.45 -0.14
H 0.9168 -1.7403 -4.6989 -0.02 -0.01 0.01
H -1.4389 0.5267 2.2830 -0.21 0.28 0.02
C -3.2612 -1.4012 -1.5700 0.13 -0.17 -0.26
H 3.6744 1.7707 3.9506 -0.02 0.04 -0.06
C -0.0315 -5.1992 0.5456 -0.11 0.04 -0.03
H 0.2174 -1.1888 4.7449 0.04 -0.04 0.15
H -6.6383 -0.7592 2.9005 -0.03 0.00 0.01
H -3.5833 4.2893 0.4823 -0.03 0.05 -0.01
C -0.3237 5.2130 0.9391 0.01 -0.08 0.01
C -0.0469 0.1868 -4.8461 -0.05 0.01 -0.02
H 2.8818 0.0608 2.7150 -0.01 -0.03 -0.02
H 2.4667 3.5218 2.0074 0.00 -0.02 0.08
C 1.9830 3.3278 1.0480 -0.06 -0.13 0.03
C -4.0221 -1.3969 -3.8643 0.07 -0.02 0.04
C 0.6704 -4.0095 0.5761 0.06 0.03 -0.03
C -2.4753 0.8494 2.1869 0.01 -0.45 -1.07
C -1.9756 3.8689 -2.4670 0.05 -0.09 -0.03
H -3.0923 -1.9137 9.4437 0.00 0.00 -0.01
Co -0.1770 0.1596 -0.0493 0.43 0.76 -0.44
H -1.9081 -6.1378 0.0882 -0.01 0.02 0.03
H -0.2948 2.1593 3.4409 0.02 -0.10 0.06
H -2.0527 -0.8482 -3.2507 0.11 0.08 -0.07
C -3.2933 -0.4874 2.1354 -2.01 1.53 4.71
Si -0.6394 2.8161 -1.6445 -0.15 0.37 -0.01
H -1.3585 3.5596 3.2675 -0.01 -0.02 0.01
H -2.8697 -0.8798 1.1116 0.58 -0.81 -2.00
C 3.0747 1.5009 4.8110 0.06 0.02 -0.01
H -2.8221 3.2720 -2.8132 -0.03 0.01 0.03
C -3.6794 -2.0745 3.9803 -0.55 -0.11 -0.21
Cl 0.9488 -3.4709 7.3131 0.04 -0.04 0.00
C 0.7857 -0.2965 2.6494 0.15 0.20 0.19
H -0.9479 2.1217 -4.5999 0.01 0.00 0.00
C -5.5721 -0.9352 2.9443 0.01 -0.55 0.13
Si 0.1079 3.3889 1.2616 -0.17 0.26 -0.05
N 0.5357 -0.9968 5.6981 0.12 -0.03 0.04
O -0.1416 -1.0415 3.0081 1.22 0.07 -0.36
H 0.4581 -6.1297 0.8009 0.00 0.00 0.00
C -2.8248 -1.4353 3.1208 -0.12 0.13 -0.39
H -6.4918 -2.4263 -1.7958 0.01 0.00 0.00
H 1.0227 0.4666 7.8813 -0.02 0.01 -0.01
H -5.1087 0.3958 1.3444 -0.09 0.16 0.21
H -5.7200 -2.3043 4.5922 -0.03 0.02 0.01
C -2.4599 -0.5935 7.8817 -0.01 0.01 0.00
H -3.0499 0.9843 -1.5854 -0.13 0.21 0.03
C 1.0102 3.6288 -2.0678 -0.02 0.02 0.04
H 2.3298 2.3587 0.6898 0.04 -0.03 0.00
H 1.8493 3.0371 -1.6998 0.02 0.00 -0.01
O 1.9182 -1.4208 -0.0360 -0.11 -0.09 0.12
C -5.2732 -1.8430 -3.4638 -0.02 0.02 0.02
C 2.1209 -0.3265 3.3900 -0.02 -0.07 -0.08
C 3.2262 2.2054 5.9968 -0.02 0.02 -0.01
C -2.0234 -4.0181 -0.1546 -0.14 0.18 0.09
H -3.2716 0.1085 8.0145 0.01 0.00 -0.02
C 2.1926 0.4368 4.6925 -0.08 0.12 -0.02
C -4.7240 -0.2947 2.0847 0.77 0.08 -0.26
H 0.2955 5.8619 1.5669 0.00 -0.01 0.00
H -4.6780 3.2040 1.3353 0.05 -0.05 0.01
H -2.7180 1.3991 3.0980 -0.21 -0.17 0.00
H 0.3317 3.7780 3.6988 0.02 0.03 -0.05
C -0.5118 1.2602 -4.1096 0.06 -0.01 0.03
C -3.6273 3.4983 1.2348 0.14 0.00 0.00
C -3.0228 -1.1847 -2.9253 -0.02 -0.14 0.07
H -4.2842 2.1550 -1.1275 0.01 0.06 0.01
C 0.7232 -1.5322 0.0839 0.10 0.23 -0.01
H 0.9834 -1.6773 -2.2369 -0.01 0.01 -0.08
H -0.1205 0.1797 -5.9265 0.01 0.01 0.00
C -0.4014 1.2628 -2.7194 0.02 -0.03 -0.05
H -3.3116 3.9227 2.1890 0.03 0.02 -0.01
H -1.3685 5.4314 1.1703 -0.03 -0.02 0.00
H -3.0649 -4.0350 -0.4507 0.00 -0.02 0.01
H 2.5827 2.3548 8.0376 0.00 -0.02 0.01
C -0.3571 -2.3566 7.5171 -0.06 0.07 -0.02
H -6.0529 -2.0062 -4.1965 0.00 -0.01 0.01
C -2.3542 -1.7241 8.6758 0.01 0.00 0.00
C 0.5201 -0.8841 -4.1720 0.04 0.00 0.04
C -0.3488 3.1834 3.0830 0.04 -0.04 -0.08
H -2.3541 4.5937 -1.7427 0.00 0.02 -0.01
H 1.1002 3.6993 -3.1553 -0.02 0.01 -0.01
H 3.9174 3.0355 6.0560 0.01 -0.01 0.00
H -3.3019 -2.7605 4.7268 0.03 -0.01 0.03
C -5.0470 -1.8154 3.8983 -0.15 -0.04 0.12
C -5.5195 -2.0765 -2.1189 0.00 0.02 0.02
H -4.7284 -2.0201 -0.1283 -0.05 0.01 0.01
C -1.3375 -2.8031 -0.0747 0.12 -0.21 0.12
C -0.4273 -1.2283 6.6970 -0.08 -0.01 0.01
C 1.5941 0.7627 7.0103 0.03 -0.05 0.04
Si -2.5905 2.0179 0.6627 -0.17 0.11 0.23
N 0.1150 0.1904 -2.0781 -0.42 0.04 0.24
C -0.8863 2.3210 0.0825 0.59 -0.53 -0.24
H 2.3179 4.1025 0.3567 0.00 -0.03 -0.01
```
Positions in Å, forces in eV/Å.

Results
Energy   -154300.1803 eV
Multiplicity   1
E_LUMO (alpha / beta)   -0.92 / -0.87 eV
Orbital gap (alpha / beta)   6.50 / 6.41 eV